(1)
The following is a quantum chemistry calculation of the molecule C2HF3O, from the Open Molecules 2025 dataset.

```
! wB97M-V def2-TZVPD RIJCOSX def2/J DEFGRID3
* xyz 0 1
O -1.911 0.229 -0.143
C -0.819 -0.205 0.210
C 0.583 0.303 -0.107
F 0.522 1.555 -0.470
F 1.380 0.105 0.868
F 1.059 -0.666 -1.035
H -0.815 -1.323 0.678
*
```

Calculated values
ΔE to the lowest compared entry with this formula, charge and spin in kcal per mole: 15.9
Gap between HOMO and LUMO in eV: 10.9
E_LUMO in Eh: -0.0042
E_tot in hartree: -451.61301

natural (NBO) atomic charge list, values in e, 2 entries: number 1, O, carries -0.450; number 2, C, carries 0.331

(2)
The following is a quantum chemistry calculation of the molecule C2HF3O2, from the Open Molecules 2025 dataset.

```
! wB97M-V def2-TZVPD RIJCOSX def2/J DEFGRID3
* xyz 0 1
C -0.095 0.670 -0.057
C -0.342 -0.776 0.281
O 1.972 0.844 -1.314
O 0.835 1.248 -0.666
F -0.982 1.587 0.245
F -1.047 -1.470 -0.580
F -1.018 -0.747 1.487
H 0.678 -1.355 0.605
*
```

Calculated values
ΔE to the lowest compared entry with this formula, charge and spin in kcal per mole: 152.5
Gap between HOMO and LUMO (spin up / spin down) in eV: 9.1 / 9.1
E_LUMO (spin up / spin down) in Eh: -0.0368 / -0.0368
E_tot in hartree: -526.67991

natural (NBO) atomic charge list, values in e, 2 entries: number 1, C, carries 0.717; number 2, C, carries 0.472

(3)
The following is a quantum chemistry calculation of the molecule C2HF3S, from the Open Molecules 2025 dataset.

```
! wB97M-V def2-TZVPD RIJCOSX def2/J DEFGRID3
* xyz 0 1
F 0.988 -1.345 -0.574
C 0.662 -0.226 0.124
F 0.399 -0.692 1.361
F 1.561 0.848 0.308
C -0.660 0.338 -0.382
S -2.045 -0.230 0.261
H -0.905 1.307 -1.098
*
```

Calculated values
ΔE to the lowest compared entry with this formula, charge and spin in kcal per mole: 26.2
Gap between HOMO and LUMO in eV: 8.3
E_LUMO in Eh: -0.0441
E_tot in hartree: -774.53568

natural (NBO) atomic charge list, values in e, 2 entries: number 1, F, carries -0.298; number 2, C, carries 0.923

(4)
The following is a quantum chemistry calculation of the molecule C2HF3S, from the Open Molecules 2025 dataset.

```
! wB97M-V def2-TZVPD RIJCOSX def2/J DEFGRID3
* xyz 0 1
C -0.976 -0.664 0.171
C 1.150 0.518 -0.332
F -1.549 -1.887 0.093
F 1.280 0.716 1.004
F 1.450 1.670 -0.920
S -0.017 -0.313 -1.129
H -1.338 -0.039 1.113
*
```

Calculated values
ΔE to the lowest compared entry with this formula, charge and spin in kcal per mole: 84.9
Gap between HOMO and LUMO (spin up / spin down) in eV: 8.2 / 8.2
E_LUMO (spin up / spin down) in Eh: -0.0059 / -0.0036
E_tot in hartree: -774.44222

natural (NBO) atomic charge list, values in e, 2 entries: number 1, C, carries -0.101; number 2, C, carries 0.385

(5)
The following is a quantum chemistry calculation of the molecule C2HF5N2O, from the Open Molecules 2025 dataset.

```
! wB97M-V def2-TZVPD RIJCOSX def2/J DEFGRID3
* xyz 0 1
O 0.167 -2.417 0.275
C -0.462 -1.467 0.007
C 0.240 0.067 0.014
F 1.667 -0.006 0.133
N -0.147 0.817 -1.179
F -0.227 0.126 -2.418
F 0.766 1.826 -1.444
N -0.379 0.735 1.044
F -0.295 -0.078 2.170
F 0.254 1.931 1.536
H -1.583 -1.534 -0.139
*
```

Calculated values
ΔE to the lowest compared entry with this formula, charge and spin in kcal per mole: 8.2
Gap between HOMO and LUMO in eV: 11.0
E_LUMO in Eh: -0.0176
E_tot in hartree: -760.55792

natural (NBO) atomic charge list, values in e, 2 entries: number 1, O, carries -0.411; number 2, C, carries 0.431

(6)
The following is a quantum chemistry calculation of the molecule C2HF6NO3S2, from the Open Molecules 2025 dataset.

```
! wB97M-V def2-TZVPD RIJCOSX def2/J DEFGRID3
* xyz 0 1
C -0.150 2.529 -0.014
C -0.569 -2.088 -0.686
N 0.501 -1.797 2.005
O 1.958 2.093 -1.642
O -1.198 -0.200 1.341
O 0.634 0.047 -0.257
F -1.394 2.056 0.100
F -0.177 3.804 -0.298
F 0.468 2.356 1.141
F 0.494 -2.570 -1.348
F -1.285 -1.343 -1.522
F -1.225 -3.136 -0.223
S 0.696 1.495 -1.457
S -0.099 -0.902 0.816
H 1.347 -2.345 2.044
*
```

Calculated values
ΔE to the lowest compared entry with this formula, charge and spin in kcal per mole: 59.9
Gap between HOMO and LUMO in eV: 8.4
E_LUMO in Eh: -0.0704
E_tot in hartree: -1752.70538

natural (NBO) atomic charge list, values in e, 2 entries: number 1, C, carries 0.802; number 2, C, carries 0.782

(7)
The following is a quantum chemistry calculation of a cluster of 2 separate species, C2HFINO2 in total, from the Open Molecules 2025 dataset.

```
! wB97M-V def2-TZVPD RIJCOSX def2/J DEFGRID3
* xyz 0 1
O -1.048 0.679 -1.150
N 0.083 0.988 -1.352
O 0.410 2.250 -1.407
I -1.173 3.567 -1.057
C 0.961 -2.187 0.977
C 0.022 -1.587 1.409
F -0.924 -0.920 1.975
H 1.669 -2.789 0.606
*
```

Calculated values
ΔE to the lowest compared entry with this formula, charge and spin in kcal per mole: 50.8
Gap between HOMO and LUMO in eV: 8.8
E_LUMO in Eh: -0.0578
E_tot in hartree: -679.37557

natural (NBO) atomic charge list, values in e, 2 entries: number 1, O, carries -0.303; number 2, N, carries 0.411

(8)
The following is a quantum chemistry calculation of a structure of composition C2HFMgO2, from the Open Molecules 2025 dataset.

```
! wB97M-V def2-TZVPD RIJCOSX def2/J DEFGRID3
* xyz 0 1
O -0.066 -0.626 -0.477
C -1.166 -0.447 -0.096
C -2.338 -0.219 0.456
H -2.683 -0.841 1.282
F -3.178 0.681 -0.059
Mg 1.945 -0.185 -0.299
O 3.389 0.616 0.411
*
```

Calculated values
ΔE to the lowest compared entry with this formula, charge and spin in kcal per mole: 0.0
Gap between HOMO and LUMO (spin up / spin down) in eV: 4.9 / 4.9
E_LUMO (spin up / spin down) in Eh: -0.0813 / -0.0813
E_tot in hartree: -527.07633

natural (NBO) atomic charge list, values in e, 2 entries: number 1, O, carries -0.603; number 2, C, carries 0.671

(9)
The following is a quantum chemistry calculation of a structure of composition C2HFN2O2, from the Open Molecules 2025 dataset.

```
! wB97M-V def2-TZVPD RIJCOSX def2/J DEFGRID3
* xyz 0 1
C 0.162 -1.772 0.289
C 0.493 -0.385 0.497
N -0.121 -2.869 0.157
N 1.853 0.005 -0.022
O 2.253 -0.615 -0.967
O 2.397 0.893 0.568
F 0.395 0.000 1.781
H -0.537 0.381 -0.134
*
```

Calculated values
ΔE to the lowest compared entry with this formula, charge and spin in kcal per mole: 115.1
Gap between HOMO and LUMO in eV: 11.2
E_LUMO in Eh: -0.0401
E_tot in hartree: -436.49542

natural (NBO) atomic charge list, values in e, 2 entries: number 1, C, carries 0.179; number 2, C, carries 0.211

(10)
The following is a quantum chemistry calculation of a structure of composition C2HFeO4, from the Open Molecules 2025 dataset.

```
! wB97M-V def2-TZVPD RIJCOSX def2/J DEFGRID3
* xyz 1 7
O 1.781 -0.679 -0.019
O -2.576 -0.306 0.128
O 0.579 -0.130 0.540
O -2.103 0.998 -0.260
C -1.570 -1.039 0.099
C -0.426 -0.321 -0.300
H -0.161 -0.397 -1.364
Fe 3.036 0.691 0.119
*
```

Calculated values
Gap between HOMO and LUMO (spin up / spin down) in eV: 4.5 / 6.4
Expectation value of S²: 12.0650
E_LUMO (spin up / spin down) in Eh: -0.2621 / -0.3188
E_tot in hartree: -1640.70085

natural (NBO) atomic charge list, values in e, 2 entries: number 1, O, carries -0.625; number 2, O, carries -0.117

(11)
The following is a quantum chemistry calculation of the molecule C2HI, from the Open Molecules 2025 dataset.

```
! wB97M-V def2-TZVPD RIJCOSX def2/J DEFGRID3
* xyz 0 1
C -0.350 1.274 0.089
C -0.093 1.347 2.315
I 0.611 2.841 1.248
H 0.375 0.520 -0.320
*
```

Calculated values
ΔE to the lowest compared entry with this formula, charge and spin in kcal per mole: 172.7
Gap between HOMO and LUMO in eV: 7.4
E_LUMO in Eh: -0.0511
E_tot in hartree: -374.13882

natural (NBO) atomic charge list, values in e, 2 entries: number 1, C, carries -0.542; number 2, C, carries -0.206

(12)
The following is a quantum chemistry calculation of a cluster of 2 separate species, C2HIN2O2 in total, from the Open Molecules 2025 dataset.

```
! wB97M-V def2-TZVPD RIJCOSX def2/J DEFGRID3
* xyz 0 1
C 0.655 -1.892 0.173
C -0.351 0.406 -0.651
N 1.307 -2.816 0.278
N 0.028 1.095 0.630
O 1.190 1.337 0.712
O -0.786 1.482 1.411
I -2.424 0.128 -1.069
H 0.379 0.260 -1.484
*
```

Calculated values
ΔE to the lowest compared entry with this formula, charge and spin in kcal per mole: 139.9
Gap between HOMO and LUMO (spin up / spin down) in eV: 7.0 / 6.8
E_LUMO (spin up / spin down) in Eh: -0.1395 / -0.1413
E_tot in hartree: -634.20004

natural (NBO) atomic charge list, values in e, 2 entries: number 1, C, carries 0.133; number 2, C, carries -0.135

> What is the formula in the fourth record?

C2HF3S

> Which formula does entry 6 have?

C2HF6NO3S2

> What is the E_tot in the first record?

-451.61301 hartree